[1]
A molecular structure, C16H21O3Tl, computed with ωB97M-V with the def2-TZVPD basis set.

The geometry in XYZ format:
```
41
Properties=species:S:1:pos:R:3:forces:R:3:nbo_charge:R:1
Tl -0.106 1.204 1.636 -0.242 -0.535 -0.878 1.094
C -2.720 2.320 0.101 -0.328 -0.605 0.375 -0.319
C -1.687 2.715 -0.792 0.778 0.248 -0.442 -0.363
C -1.650 1.785 -1.848 0.735 0.517 -0.557 -0.328
H -1.024 3.595 -0.670 -0.507 -0.701 -0.100 0.199
C -2.641 0.802 -1.626 -0.805 0.058 0.449 -0.299
C -3.341 1.151 -0.435 0.598 0.015 -0.406 -0.361
H -4.196 0.630 -0.008 0.346 0.007 -0.008 0.189
H -2.975 2.808 1.048 -0.004 -0.102 -0.479 0.200
H -0.949 1.827 -2.719 -0.637 -0.115 0.980 0.186
H -2.829 -0.091 -2.250 0.101 0.660 0.408 0.185
C -0.656 -1.522 3.081 -0.205 0.775 0.314 -0.328
C -2.027 -1.635 2.718 -0.341 -0.400 -0.531 -0.365
C -2.095 -2.330 1.479 0.002 0.379 0.859 -0.293
H -2.876 -1.238 3.288 0.387 -0.158 -0.287 0.190
C -0.768 -2.626 1.072 0.638 -0.174 0.238 -0.333
C 0.118 -2.143 2.067 0.454 -0.411 -1.065 -0.346
H 1.223 -2.213 2.053 -0.853 0.105 -0.041 0.201
H -0.258 -1.026 3.982 -0.283 -0.428 -0.481 0.201
H -3.007 -2.589 0.927 0.403 0.235 0.236 0.187
H -0.479 -3.134 0.131 -0.233 0.390 0.751 0.187
O 1.272 0.682 -0.083 -0.001 -0.892 0.088 -0.936
C 1.958 -1.386 -2.133 0.192 2.449 1.166 0.106
C 2.673 0.036 -2.165 -1.298 -0.767 1.520 -0.499
C 0.519 -1.369 -2.618 -0.651 0.022 0.325 -0.686
C 2.412 -2.357 -1.034 -0.162 -0.287 0.624 -0.682
C 2.193 1.137 -0.928 0.561 0.820 -1.050 0.028
H 2.464 0.599 -3.073 -0.078 -0.316 -0.308 0.186
H 3.750 -0.053 -2.040 0.162 -0.215 -0.070 0.177
H 3.147 1.522 -0.464 -0.171 -0.748 0.080 0.099
H 1.887 2.091 -1.469 -0.189 -0.799 -0.109 0.097
H 0.406 -2.023 -3.493 -0.068 -0.127 -0.078 0.181
H 0.167 -0.358 -2.944 0.537 -0.673 0.360 0.228
H -0.265 -1.714 -1.871 1.114 0.343 -0.496 0.237
H 2.944 -3.239 -1.462 -0.017 0.460 0.128 0.181
H 1.602 -2.831 -0.391 0.543 0.887 -1.022 0.229
H 3.091 -1.868 -0.276 -0.539 -0.320 -0.967 0.220
O -0.029 3.020 3.621 0.563 0.399 0.200 -0.725
C 1.161 3.223 3.324 1.227 -1.312 -2.153 0.619
O 1.825 2.657 2.337 -1.580 1.364 2.433 -0.796
H 1.765 3.942 3.926 -0.150 -0.044 -0.006 0.053
```
Positions in Å, forces in eV/Å.

Summary:
Charge: -2
Lowest unoccupied orbital energy (alpha / beta) in eV: 5.27 / 3.80
Orbital gap (alpha / beta) in eV: 6.194 / 4.232

[2]
A molecular structure, C16H16N4OS, computed with ωB97M-V with the def2-TZVPD basis set.

The geometry in XYZ format:
```
38
Properties=species:S:1:pos:R:3:forces:R:3:nbo_charge:R:1
O -0.424 -5.504 -0.349 0.799 -2.118 -0.636 -0.604
N -0.032 -1.363 -0.305 2.144 3.888 3.648 -0.494
S 0.379 2.694 0.491 -1.055 -1.855 -2.113 0.371
C -0.485 -4.312 -0.347 -1.950 0.688 1.761 0.667
C 0.295 -0.144 0.274 -2.927 0.950 -2.327 0.373
C -1.085 1.398 -1.347 1.595 -0.105 0.846 -0.190
C -0.193 1.173 -0.267 -0.588 -0.816 -0.417 -0.229
C -0.466 3.506 -0.787 -0.605 0.487 1.634 -0.162
C -1.233 2.793 -1.643 -0.092 0.991 -0.452 -0.081
C 1.297 -4.280 1.480 -0.519 0.403 -0.010 -0.192
C 2.064 -2.301 2.598 -1.336 0.316 -1.520 -0.224
C 0.584 -2.126 0.670 -0.445 -4.984 -0.812 0.178
C 0.455 -3.572 0.653 0.233 2.279 -1.589 -0.122
C 1.316 -1.507 1.705 -1.683 -1.085 -1.246 0.070
C 2.100 -3.693 2.429 1.607 2.688 1.267 -0.024
N -1.621 -3.707 -0.890 1.002 3.133 0.734 -0.854
N 0.934 -0.179 1.466 1.730 -0.374 1.130 -0.537
N -1.507 5.552 -1.529 0.541 1.894 0.002 -0.625
C 3.074 -4.420 3.352 -0.467 -2.281 0.610 -0.637
C -0.461 4.970 -0.660 0.650 0.447 -0.818 -0.262
C -2.069 3.566 -2.763 3.677 -0.492 -1.574 -0.419
C -1.656 5.108 -2.946 0.366 -2.824 1.697 -0.209
H -1.504 0.650 -2.017 0.161 -0.233 0.584 0.241
H 1.310 -5.314 1.483 -0.226 -2.014 -0.459 0.229
H 2.545 -1.827 3.392 1.043 0.540 1.224 0.206
H -2.450 -4.197 -1.227 0.988 -0.216 0.320 0.408
H -1.708 -2.663 -0.726 0.150 -1.972 -0.539 0.413
H 1.144 0.553 2.147 -0.247 0.003 -1.009 0.429
H -2.392 5.345 -1.114 -0.555 0.095 0.386 0.347
H 4.009 -3.928 3.741 -1.153 0.078 -0.873 0.227
H 3.403 -5.382 2.829 -0.365 1.160 0.841 0.222
H 2.496 -4.736 4.288 0.807 0.207 -1.139 0.219
H -0.475 5.248 0.495 -0.239 0.096 -2.721 0.223
H 0.523 5.173 -1.141 -0.380 1.016 0.751 0.211
H -1.823 3.085 -3.752 -0.661 0.017 0.911 0.211
H -3.088 3.542 -2.575 -1.985 -0.384 0.379 0.206
H -2.460 5.621 -3.475 -0.094 0.197 0.520 0.208
H -0.792 5.180 -3.632 0.078 0.177 1.007 0.201
```
Positions in Å, forces in eV/Å.

Summary:
Lowest unoccupied orbital energy in eV: -0.14
Orbital gap in eV: 7.639

[3]
A molecular structure, C3H2AuCl2CoO4, computed with ωB97M-V with the def2-TZVPD basis set.

The geometry in XYZ format:
```
13
Properties=species:S:1:pos:R:3:forces:R:3:nbo_charge:R:1
Co 4.822 -1.646 -4.340 -3.048 1.503 4.533 1.280
Au 0.588 -0.430 -2.231 0.849 -0.825 -1.276 1.276
Cl 4.741 -0.743 -2.360 -0.331 0.262 0.896 0.049
Cl 2.150 -1.882 -2.949 0.457 -0.309 0.120 -0.316
C -0.767 0.803 -1.626 -4.486 5.227 4.073 0.448
C 6.547 -1.520 -4.831 11.279 0.412 -4.630 0.366
C 4.615 -2.424 -5.919 -0.666 -5.045 -11.124 0.360
O -1.408 1.573 -1.046 2.988 -3.855 -3.233 -0.171
O 7.586 -1.525 -5.379 -6.330 0.097 3.540 -0.155
O 4.693 -2.867 -6.999 -0.528 2.536 6.303 -0.137
O -0.840 -0.464 3.434 -1.275 -0.830 0.511 -0.048
H -0.732 0.497 3.419 -0.333 1.971 0.484 0.530
H 0.008 -0.797 3.111 1.424 -1.145 -0.196 0.517
```
Positions in Å, forces in eV/Å.

Summary:
Charge: +4
2S+1: 7
<S²>: 12.0207
Lowest unoccupied orbital energy (alpha / beta) in eV: -15.08 / -20.26
Orbital gap (alpha / beta) in eV: 10.691 / 6.125

[4]
C21H20ClN3OS in the gas phase, computed with ωB97M-V with the def2-TZVPD basis set.

The geometry in XYZ format:
```
47
Properties=species:S:1:pos:R:3:forces:R:3:nbo_charge:R:1
C -2.443 -3.367 -0.623 -0.061 -0.199 -0.013 -0.250
O -2.142 -1.997 -0.537 -0.267 0.470 -0.147 -0.511
C -3.145 -1.127 -0.237 0.071 0.105 -0.105 0.381
C -4.495 -1.447 -0.218 0.200 -0.217 -0.037 -0.305
C -5.448 -0.468 0.010 -0.052 0.133 0.026 -0.205
C -5.070 0.845 0.212 -0.172 -0.011 -0.033 -0.236
C -3.725 1.173 0.223 0.204 -0.184 -0.013 -0.205
C -2.758 0.200 0.027 -0.234 -0.300 0.054 0.087
N -1.402 0.549 0.034 0.292 0.190 -0.355 -0.651
C -0.459 -0.095 0.766 0.032 -0.078 0.347 0.331
S -0.842 -1.145 1.989 -0.290 -0.367 0.656 -0.274
N 0.830 0.206 0.463 -0.222 0.136 -0.230 -0.425
C 1.181 0.976 -0.716 -0.015 0.114 -0.105 -0.262
C 1.129 2.456 -0.428 0.363 0.039 -0.054 0.217
C 2.275 3.190 -0.145 -0.099 0.063 -0.032 -0.249
C 2.144 4.535 0.165 -0.124 -0.027 -0.009 -0.152
C 0.879 5.101 0.180 0.077 -0.065 -0.005 -0.257
C -0.204 4.287 -0.114 -0.006 0.330 0.075 0.060
N -0.083 3.006 -0.410 -0.105 -0.187 -0.151 -0.471
C 1.930 -0.249 1.286 0.121 -0.025 0.283 -0.259
C 2.697 -1.348 0.600 0.146 0.168 -0.015 -0.088
C 2.069 -2.569 0.376 0.067 -0.084 -0.049 -0.130
C 2.719 -3.600 -0.275 -0.027 -0.021 0.003 -0.227
C 4.020 -3.427 -0.718 0.062 0.044 -0.007 -0.198
C 4.665 -2.222 -0.511 0.067 -0.042 -0.055 -0.234
C 4.000 -1.194 0.138 -0.164 -0.257 0.031 -0.026
Cl 4.852 0.304 0.365 0.195 0.207 0.002 -0.019
H -3.106 -3.582 -1.468 0.021 -0.003 0.053 0.172
H -1.488 -3.867 -0.780 -0.085 -0.018 0.004 0.198
H -2.895 -3.734 0.303 0.003 0.018 -0.021 0.184
H -4.816 -2.462 -0.394 0.013 -0.103 -0.022 0.216
H -6.493 -0.740 0.017 -0.085 -0.022 -0.001 0.212
H -5.814 1.610 0.374 -0.061 0.063 0.018 0.212
H -3.409 2.191 0.400 0.050 0.091 0.063 0.210
H -1.172 1.496 -0.280 -0.023 -0.133 -0.049 0.444
H 2.189 0.688 -1.019 -0.061 -0.008 -0.029 0.223
H 0.486 0.729 -1.525 0.126 0.039 0.061 0.235
H 3.244 2.718 -0.168 0.077 -0.086 -0.017 0.230
H 3.016 5.131 0.391 0.062 0.045 0.013 0.221
H 0.735 6.143 0.416 -0.037 0.084 0.016 0.225
H -1.215 4.673 -0.117 -0.037 0.123 0.027 0.197
H 2.580 0.600 1.514 -0.090 -0.087 -0.001 0.213
H 1.497 -0.633 2.215 0.147 0.162 -0.155 0.273
H 1.057 -2.694 0.730 -0.145 0.018 0.049 0.235
H 2.214 -4.541 -0.433 -0.055 -0.088 -0.009 0.215
H 4.537 -4.228 -1.224 0.052 -0.068 -0.047 0.217
H 5.678 -2.073 -0.853 0.069 0.038 -0.014 0.226
```
Positions in Å, forces in eV/Å.

Summary:
Lowest unoccupied orbital energy in eV: 0.59
Orbital gap in eV: 8.288

[5]
13 unconnected molecules or ions with the total composition C18H62O13, computed with ωB97M-V with the def2-TZVPD basis set.

The geometry in XYZ format:
```
93
Properties=species:S:1:pos:R:3:forces:R:3:lowdin_charge:R:1
C -0.894 -0.385 -3.374 -0.937 1.251 -0.885 -0.037
C -0.727 0.409 -4.671 0.116 -0.567 -0.419 -0.490
C -1.734 1.545 -4.909 0.419 -1.593 -0.402 -0.042
O 0.615 0.873 -4.641 0.574 0.500 0.467 -0.061
H -1.897 -0.817 -3.356 0.007 0.006 0.190 0.077
H -0.792 0.351 -2.563 0.126 -0.527 0.093 0.068
H -0.181 -1.183 -3.362 0.557 -0.339 0.436 0.073
H -0.762 -0.276 -5.540 -0.436 0.038 0.327 0.138
H -1.563 1.901 -5.932 -0.096 0.493 0.369 0.081
H -1.682 2.287 -4.133 0.098 0.527 0.124 0.061
H -2.712 1.073 -4.900 -0.332 0.170 0.020 0.077
H 0.802 1.370 -5.439 0.020 0.082 -0.144 0.087
C -4.906 -0.640 -1.550 -0.482 1.093 -0.700 -0.072
C -5.067 -0.769 -0.037 0.847 -1.832 0.071 -0.469
C -4.411 -2.121 0.444 -0.846 0.868 0.259 -0.042
O -4.508 0.266 0.752 -0.280 0.444 -0.527 -0.059
H -3.885 -0.427 -1.899 -0.060 -0.540 0.351 0.057
H -5.492 0.222 -1.972 0.219 -0.670 0.528 0.088
H -5.325 -1.554 -2.012 0.422 0.427 0.076 0.085
H -6.156 -0.840 0.123 0.235 -0.031 0.325 0.132
H -4.926 -2.926 -0.069 -0.116 -0.285 0.148 0.071
H -4.488 -2.230 1.529 -0.536 0.000 -0.053 0.077
H -3.352 -2.266 0.291 0.376 0.551 -0.688 0.053
H -4.905 1.088 0.429 0.214 -0.027 0.221 0.081
C 1.266 -2.637 3.281 0.290 0.270 0.311 -0.059
C 2.042 -3.849 3.785 -0.681 -0.411 -0.989 -0.487
C 1.647 -4.204 5.189 0.454 -0.276 0.537 -0.068
O 1.712 -4.874 2.815 -0.420 0.185 0.085 -0.063
H 1.317 -1.767 3.969 0.125 -0.517 -0.251 0.090
H 0.212 -2.924 3.188 0.156 0.097 -0.155 0.092
H 1.680 -2.343 2.315 -0.289 0.017 -0.027 0.059
H 3.105 -3.705 3.696 0.538 0.429 0.206 0.118
H 2.283 -5.001 5.605 -0.400 -0.106 -0.252 0.080
H 0.579 -4.459 5.270 0.402 0.105 0.026 0.091
H 1.900 -3.341 5.806 -0.355 0.126 0.181 0.077
H 2.192 -5.691 2.963 0.219 0.066 0.291 0.082
C -2.588 2.549 -0.950 1.091 0.507 -0.967 -0.064
C -3.256 3.848 -0.561 -1.191 -0.745 0.717 -0.505
C -2.468 4.786 0.363 -0.851 0.114 -0.973 -0.041
O -3.814 4.518 -1.677 0.057 0.350 -0.250 -0.043
H -2.318 1.984 -0.073 -0.288 -0.487 0.231 0.050
H -1.610 2.754 -1.434 -0.331 0.037 0.012 0.081
H -3.189 1.982 -1.682 0.110 0.113 0.602 0.081
H -4.179 3.547 -0.007 0.534 0.261 -0.084 0.138
H -3.188 5.587 0.576 0.412 -0.031 0.360 0.084
H -1.631 5.238 -0.170 0.209 -0.124 0.062 0.073
H -2.146 4.276 1.265 0.079 0.028 0.131 0.072
H -3.158 4.634 -2.372 0.162 -0.035 0.081 0.087
C 2.322 -4.883 -1.766 -0.174 0.878 0.697 -0.047
C 2.421 -3.512 -1.072 -0.857 -0.615 -0.385 -0.485
C 3.535 -2.663 -1.662 -0.863 -0.141 -0.754 -0.051
O 1.162 -2.866 -1.297 0.201 0.471 0.122 -0.081
H 3.279 -5.368 -1.781 0.593 -0.269 -0.130 0.065
H 1.981 -4.685 -2.776 -0.076 -0.215 -0.245 0.077
H 1.630 -5.542 -1.243 -0.151 0.123 -0.094 0.077
H 2.462 -3.629 0.011 0.703 -0.169 0.160 0.124
H 3.346 -2.601 -2.764 0.293 0.053 0.816 0.100
H 4.488 -3.128 -1.489 0.638 -0.105 0.052 0.065
H 3.513 -1.655 -1.251 0.124 0.092 0.039 0.065
H 1.227 -2.083 -0.722 -0.503 -0.024 -0.213 0.039
C 0.262 1.556 1.011 -0.279 -1.580 -0.363 -0.039
C 0.248 -0.002 1.152 -0.435 0.999 0.028 -0.436
C -0.994 -0.651 0.544 0.084 0.713 0.767 -0.033
O 1.366 -0.531 0.467 0.722 -0.325 -0.664 -0.105
H 1.198 1.996 1.345 -0.104 -0.045 0.299 0.056
H -0.608 1.930 1.549 0.099 0.400 -0.029 0.075
H 0.189 1.756 -0.060 -0.306 0.280 0.137 0.054
H 0.269 -0.260 2.211 0.276 -0.106 0.167 0.120
H -1.893 -0.319 1.082 0.087 0.357 -0.505 0.081
H -0.998 -1.708 0.710 0.402 -0.836 -0.013 0.069
H -1.025 -0.473 -0.525 -0.300 0.157 -0.105 0.066
H 2.209 -0.368 0.936 -0.339 0.062 0.367 0.056
O 2.206 1.458 -1.592 -0.296 -0.615 -0.381 -0.054
H 1.875 1.136 -2.455 0.129 -0.052 0.604 0.063
H 1.908 0.828 -0.895 0.067 0.091 -0.634 0.038
O 1.179 5.078 1.737 -0.224 -0.425 -0.436 -0.062
H 0.581 5.685 2.174 -0.134 0.209 -0.020 0.042
H 0.803 4.886 0.849 0.488 -0.051 0.588 0.023
O 3.605 0.146 1.951 -0.139 -0.699 -0.116 -0.032
H 3.613 0.089 2.906 -0.043 -0.036 0.318 0.079
H 3.633 1.084 1.749 0.201 0.972 -0.255 0.016
O 3.653 2.930 1.405 -0.368 -0.043 0.793 -0.049
H 2.984 3.473 1.870 0.449 -0.175 -0.557 0.042
H 3.928 3.425 0.631 -0.254 0.126 -0.177 0.053
O 1.719 3.903 -0.861 -0.296 -0.249 -0.223 -0.099
H 1.506 4.545 -1.543 0.079 -0.065 -0.153 0.037
H 1.743 2.994 -1.295 0.201 0.852 0.545 0.004
O 0.787 2.898 4.084 0.118 -0.284 0.401 -0.062
H -0.024 2.410 4.287 0.213 0.384 -0.328 0.041
H 0.620 3.524 3.372 -0.224 -0.061 -0.172 -0.010
O 4.882 -2.411 1.889 0.141 -0.493 0.150 -0.050
H 5.342 -2.654 1.083 0.039 -0.059 -0.057 0.030
H 4.424 -1.599 1.674 -0.120 0.508 -0.109 -0.020
```
Positions in Å, forces in eV/Å.

Summary:
Lowest unoccupied orbital energy in eV: 0.24
Orbital gap in eV: 9.713

[6]
2 unconnected molecules or ions with the total composition C4H10O, computed with ωB97M-V with the def2-TZVPD basis set.

The geometry in XYZ format:
```
15
Properties=species:S:1:pos:R:3:forces:R:3:nbo_charge:R:1
C -1.572 0.391 2.733 -1.287 -0.595 -1.696 -0.433
C -2.435 0.454 1.702 2.257 -3.601 0.515 -0.162
C -3.074 1.645 1.350 -2.584 2.311 -3.083 -0.653
H -1.049 -0.524 2.901 0.366 -0.226 0.586 0.203
H -1.482 1.278 3.333 0.473 0.042 0.321 0.192
H -2.675 -0.415 0.963 0.758 1.208 1.761 0.197
H -2.677 2.569 1.831 -0.336 -0.636 -0.679 0.219
H -3.111 1.620 0.169 0.327 1.001 2.145 0.217
H -4.145 1.513 1.572 0.027 0.496 0.132 0.221
C 3.862 -1.698 -2.551 0.250 4.431 0.146 -0.257
O 2.914 -0.690 -3.013 -0.310 -1.379 2.524 -0.729
H 3.839 -2.650 -2.911 -0.449 -2.437 -1.516 0.170
H 4.802 -1.200 -2.643 1.289 -0.303 -0.906 0.168
H 3.870 -1.714 -1.502 -1.122 -0.227 1.621 0.184
H 2.931 -0.580 -3.934 0.340 -0.086 -1.870 0.464
```
Positions in Å, forces in eV/Å.

Summary:
Lowest unoccupied orbital energy in eV: 1.03
Orbital gap in eV: 10.197